ORCA calculation (ωB97M-V with the def2-TZVPD basis set) on a cluster of 24 separate species, C32H69BrCl46OP in total in a non-equilibrium geometry.

Results
LUMO energy = 1.31 eV
E_tot = -691714.5608 eV
frontier orbital gap = 6.09 eV
strongest force on any atom = 1.37 eV/Å
total charge = -1
multiplicity = 1
relative energy (zero: lowest compared OMol25 entry of this formula, charge and spin) = 0.0 kcal per mole

```
150
Properties=species:S:1:pos:R:3:forces:R:3
C -0.82272 1.97361 -6.33682 0.236 0.166 0.074
C -0.99125 0.75845 -7.24110 0.136 0.193 -0.160
C -1.64602 -0.47623 -6.65073 -0.436 -0.237 -0.348
P -3.21304 -0.13405 -5.63984 0.779 0.669 0.899
Br -4.67801 -1.55461 -7.49216 -0.239 -0.070 -0.213
C -3.08077 -1.66955 -4.49208 -0.047 -0.140 -0.217
C -3.55212 -1.26616 -3.11402 -0.184 -0.093 0.073
C -2.50677 -0.72904 -2.15587 0.099 0.285 0.047
C -1.83568 -1.77279 -1.28977 0.050 -0.331 -0.307
C -1.09623 -1.19667 -0.11720 0.138 0.115 0.072
O 0.15934 -0.63729 -0.47408 -0.050 0.402 -0.015
C 1.27268 -1.49214 -0.45199 0.015 -0.214 0.006
H -1.58386 2.72441 -6.49917 -0.281 0.043 0.109
H 0.12928 2.46343 -6.52375 0.248 0.091 -0.060
H -0.84573 1.70107 -5.28878 0.012 -0.011 0.241
H 0.00267 0.46278 -7.57262 0.181 -0.118 -0.198
H -1.52283 1.05166 -8.14131 -0.163 0.127 -0.172
H -0.89614 -1.05734 -6.13227 -0.048 -0.194 0.520
H -1.98407 -1.09036 -7.47766 -0.046 -0.231 -0.137
H -4.51870 0.07871 -5.04337 -0.137 -0.086 -0.244
H -3.45136 0.99950 -6.51973 -0.159 -0.168 -0.082
H -2.56415 0.67765 -4.64063 -0.128 -0.020 -0.197
H -2.07095 -2.07834 -4.48056 0.257 0.055 0.008
H -3.73177 -2.44528 -4.87737 -0.110 -0.089 -0.277
H -4.06905 -2.09588 -2.63270 -0.159 -0.137 0.131
H -4.31050 -0.49194 -3.25657 -0.195 0.090 0.007
H -2.97463 -0.00756 -1.48567 -0.127 0.158 0.121
H -1.75525 -0.17379 -2.70958 0.181 0.162 -0.095
H -2.58770 -2.46583 -0.91287 -0.125 -0.133 0.056
H -1.12946 -2.35507 -1.88562 0.007 -0.235 -0.058
H -1.66318 -0.37404 0.30452 -0.154 0.175 0.164
H -0.97033 -1.94267 0.66724 0.131 -0.203 0.167
H 1.98156 -1.13470 0.29597 0.219 -0.147 0.114
H 1.77378 -1.48547 -1.41243 0.089 -0.007 -0.320
H 1.00386 -2.51826 -0.20768 -0.070 -0.165 0.055
C 0.78913 -1.65101 3.09477 0.074 -0.068 0.290
Cl -0.54992 -2.66343 3.65655 0.081 -0.025 -0.145
Cl 2.29842 -2.57953 2.95359 -0.046 0.078 -0.029
H 0.56302 -1.23057 2.12183 -0.099 -0.035 0.028
H 0.93119 -0.87895 3.84166 0.093 0.069 -0.091
C -5.44326 3.22982 -7.80460 -0.148 -0.292 0.211
Cl -3.76284 3.69933 -7.62575 0.154 0.302 -0.250
Cl -6.56952 4.49975 -7.27484 0.062 -0.005 -0.170
H -5.64728 3.01089 -8.84415 0.020 0.024 -0.038
H -5.60792 2.36049 -7.17597 -0.009 -0.020 -0.077
C -3.97634 -2.66577 5.71553 0.103 0.085 -0.051
Cl -3.96013 -1.89393 7.30740 0.019 -0.028 -0.009
Cl -2.92453 -4.08889 5.64759 -0.108 -0.094 -0.042
H -4.98709 -2.98384 5.49747 -0.033 -0.005 0.002
H -3.61655 -1.94993 4.98537 0.000 -0.003 0.021
C -3.91013 1.12131 3.20864 0.029 0.079 -0.058
Cl -5.20376 0.33749 4.13054 0.000 -0.010 0.009
Cl -2.44768 0.13474 3.11212 -0.177 -0.082 0.137
H -4.26907 1.29155 2.20149 -0.015 0.010 -0.011
H -3.65913 2.04891 3.70668 -0.003 0.029 0.006
C -8.04900 8.48102 -7.93366 -0.072 0.032 0.003
Cl -9.05964 7.19527 -7.25640 0.003 -0.012 -0.005
Cl -6.62942 7.85461 -8.76506 0.140 -0.097 0.014
H -8.64183 9.03898 -8.64804 -0.018 0.007 -0.018
H -7.71405 9.10937 -7.11856 0.004 0.016 0.022
C -6.71934 8.73484 -12.66080 0.016 -0.074 0.052
Cl -8.03788 7.70844 -13.23520 -0.024 0.017 0.011
Cl -7.26166 9.96424 -11.51443 -0.095 0.151 -0.064
H -5.99712 8.10641 -12.15509 0.015 -0.024 0.005
H -6.28670 9.23942 -13.51444 0.028 0.006 -0.017
C 1.69111 1.56171 1.01495 0.100 -0.012 -0.283
Cl 3.27243 1.22681 1.75001 -0.015 -0.084 0.184
Cl 0.41345 1.75584 2.21357 0.093 0.065 0.020
H 1.78107 2.47138 0.43962 -0.002 0.061 0.068
H 1.42964 0.72447 0.37779 -0.101 0.231 0.100
C 2.78428 3.70586 -2.69806 -0.123 -0.097 0.137
Cl 4.28627 3.24717 -1.88526 -0.067 0.044 0.040
Cl 1.48481 4.06268 -1.54324 -0.040 0.106 -0.074
H 2.94998 4.60127 -3.27626 0.161 -0.016 -0.084
H 2.46179 2.87659 -3.31391 -0.006 -0.034 -0.039
C 3.88308 -4.65526 5.61251 -0.035 -0.041 -0.054
Cl 2.60354 -5.50122 6.48040 -0.050 -0.067 0.052
Cl 5.39065 -5.58972 5.58887 0.069 0.060 -0.034
H 3.55701 -4.50504 4.59161 0.029 -0.003 -0.001
H 4.07846 -3.71184 6.10553 -0.004 0.013 0.037
C -0.71287 -4.11157 8.50761 0.027 0.011 0.041
Cl -0.13392 -5.61180 9.25648 -0.003 0.100 -0.046
Cl 0.57034 -2.91064 8.31786 0.009 0.029 0.032
H -1.10234 -4.34523 7.52831 0.014 -0.022 -0.035
H -1.48054 -3.68600 9.14083 -0.022 -0.005 0.022
C 1.24196 3.10982 5.80625 0.068 0.010 -0.091
Cl -0.11723 2.00094 5.61355 -0.131 -0.056 0.094
Cl 0.73699 4.74051 6.27081 -0.030 -0.019 0.000
H 1.88742 2.72121 6.58289 0.021 -0.003 0.019
H 1.75460 3.17235 4.85380 0.020 -0.002 -0.020
C 0.09594 -9.53946 10.70699 -0.011 0.004 -0.019
Cl 0.70418 -11.06365 11.37526 -0.013 0.002 0.017
Cl 1.37477 -8.33702 10.52434 0.080 -0.034 0.044
H -0.32725 -9.74058 9.73133 0.016 -0.017 -0.033
H -0.65027 -9.14436 11.38405 -0.012 0.000 0.030
C 4.47373 -9.16978 5.69082 -0.021 -0.016 -0.001
Cl 3.16374 -9.93147 6.60378 0.012 -0.018 0.008
Cl 5.94120 -10.15983 5.65558 -0.018 -0.005 0.009
H 4.13866 -9.02670 4.67187 -0.013 -0.003 -0.025
H 4.71200 -8.22619 6.16009 -0.009 0.040 0.042
C 0.58491 8.06242 -0.88549 0.026 -0.077 -0.054
Cl -1.02441 8.43669 -0.25917 -0.012 0.032 -0.010
Cl 1.24492 9.35186 -1.89891 -0.036 0.118 0.035
H 1.25194 7.92116 -0.04521 0.015 -0.011 0.022
H 0.51453 7.16730 -1.49194 0.002 -0.021 0.001
C 3.29524 -9.46970 13.78928 -0.030 -0.002 0.013
Cl 3.90774 -10.98882 14.45458 -0.018 0.003 -0.002
Cl 4.57473 -8.26163 13.59409 -0.002 0.021 -0.022
H 2.86352 -9.66798 12.81747 0.034 -0.014 -0.068
H 2.55188 -9.07294 14.46863 0.018 0.021 0.050
C 1.70959 7.82900 -5.53502 -0.051 -0.037 0.059
Cl 2.89125 9.13770 -5.49737 0.042 0.024 0.014
Cl 1.88652 6.71350 -4.16872 -0.029 0.016 -0.056
H 0.71752 8.25724 -5.47721 -0.022 0.022 -0.011
H 1.85128 7.26199 -6.44527 -0.010 -0.009 -0.031
C -5.78583 4.33141 -3.77632 -0.116 0.110 -0.026
Cl -4.94493 2.96603 -4.48451 0.131 -0.133 0.206
Cl -4.71547 5.40986 -2.84506 0.026 -0.042 -0.015
H -6.22337 4.91507 -4.57732 -0.005 -0.004 0.012
H -6.54226 3.96103 -3.09645 -0.027 -0.013 0.011
C 1.45962 -2.09764 -4.77443 0.016 -0.177 -0.160
Cl 3.17425 -2.40211 -4.39191 -0.129 0.096 0.060
Cl 0.89724 -0.50802 -4.29073 0.223 0.173 0.293
H 1.34964 -2.18216 -5.84843 -0.031 -0.009 -0.024
H 0.86432 -2.84409 -4.26284 0.014 -0.011 0.026
C 6.68404 2.57624 1.40406 -0.058 0.026 -0.132
Cl 7.11095 3.38781 2.91440 0.026 -0.028 0.015
Cl 7.75921 1.22432 1.02478 0.112 -0.070 0.102
H 5.67939 2.18621 1.49494 -0.006 0.047 -0.008
H 6.75798 3.29515 0.59766 -0.002 0.020 -0.015
C 8.19703 0.22669 -2.49666 -0.002 -0.031 0.071
Cl 9.87361 0.79743 -2.61830 -0.038 0.057 -0.027
Cl 7.03148 1.54245 -2.57074 0.009 0.024 -0.083
H 8.01089 -0.44526 -3.32409 0.000 -0.011 -0.030
H 8.08104 -0.27262 -1.54271 0.008 -0.008 0.021
C -9.57501 2.06761 -6.23660 0.133 -0.143 -0.005
Cl -8.04602 1.21033 -6.03966 -0.019 0.022 -0.006
Cl -9.54114 3.70433 -5.56276 -0.075 0.118 0.138
H -9.79341 2.15087 -7.29341 0.005 -0.003 -0.032
H -10.34097 1.51010 -5.71328 -0.049 0.005 -0.015
C 6.21664 -5.81774 16.38432 0.013 -0.012 -0.010
Cl 5.05313 -5.66860 17.70843 -0.003 0.014 0.000
Cl 6.72394 -4.24915 15.74588 -0.010 0.011 0.014
H 7.09280 -6.32896 16.76094 0.021 -0.009 0.017
H 5.74801 -6.37520 15.58472 -0.039 -0.028 -0.031
C 12.11575 -1.66984 -1.09790 0.027 -0.031 0.000
Cl 11.63407 -3.37254 -1.05490 0.006 0.000 0.019
Cl 12.81309 -1.12000 0.43053 -0.003 -0.020 0.013
H 12.86188 -1.55008 -1.87277 0.022 -0.006 -0.016
H 11.23773 -1.07521 -1.30529 -0.014 0.022 0.013
```
Positions in Å, forces in eV/Å.